[1]
Computed, not measured: a cluster of 5 separate species, C7H20O4 in total, with the ωB97M-V functional and the def2-TZVPD basis.

energy above the lowest of the compared OMol25 structures with the same formula, charge and spin	0.0000	eV
frontier orbital gap (alpha / beta)	9.54 / 7.01	eV
energy	-579.29763	hartree
highest occupied orbital energy (alpha / beta)	-14.03 / -14.27	eV

```
! wB97M-V def2-TZVPD RIJCOSX def2/J DEFGRID3
* xyz 1 2
C -1.31177 0.24308 -2.68667
C -0.73701 -1.15682 -2.78690
C -0.85975 -1.94673 -1.46430
C -0.19646 -1.37132 -0.26114
C 0.82766 -0.44700 -0.40904
C 1.39755 0.18416 0.72384
C 2.21329 1.27206 0.59699
H -1.14330 0.86644 -3.57716
H -0.85293 0.85510 -1.91036
H -2.40145 0.24636 -2.64506
H 0.23035 -1.33708 -3.25338
H -1.42644 -1.64902 -3.44729
H -0.29347 -2.87887 -1.58705
H -1.91297 -2.06286 -1.22777
H -0.65472 -1.62975 0.69093
H 1.31117 -0.19697 -1.34072
H 1.16295 -0.31991 1.65396
H 2.77523 1.65667 -0.24403
H 2.48465 1.70300 1.54511
H -2.12263 -0.20320 2.74606
H -2.57976 -1.51657 2.18332
O -1.84038 -0.89684 2.13690
H 0.88562 3.94980 0.92315
H -0.26476 4.31156 -0.06496
O 0.02680 3.67362 0.59350
H -1.07199 1.72576 0.24459
H -2.63948 1.95701 0.66040
O -1.87173 1.37995 0.64408
H 2.72649 -1.53642 2.69745
H 2.98500 -1.41859 1.21400
O 3.05642 -2.03757 1.94261
*
```

These are the Mulliken partial charges, in e, on atoms 1 to 6: -0.8168 -0.7048 -0.6409 -0.0364 0.1540 -0.3323

=====

[2]
Computed, not measured: a structure of composition C32H50BN7S4Sr, with the ωB97M-V functional and the def2-TZVPD basis.

frontier orbital gap	6.43	eV
energy	-3281.05931	hartree
highest occupied orbital energy	-6.07	eV

```
! wB97M-V def2-TZVPD RIJCOSX def2/J DEFGRID3
* xyz 0 1
Sr -0.16543 -0.11005 -0.38729
C 0.57106 -1.09412 -4.76537
C 1.76951 -1.43907 -3.89980
S 2.09503 -0.05819 -2.76101
C 3.70467 -0.54814 -2.06626
C 3.70380 -0.76522 -0.56062
S 2.37730 -1.81469 0.10231
C 2.50676 -3.31665 -0.92375
C 1.18426 -4.06314 -1.15005
S -0.37240 -3.12678 -1.00915
C -0.72648 -3.51064 -3.07264
C -1.62056 -2.49786 -3.73770
S -0.95255 -0.79902 -3.81862
H 0.36927 -1.90030 -5.47178
H 0.76173 -0.17861 -5.32626
H 2.65539 -1.57478 -4.52437
H 1.57439 -2.33663 -3.32055
H 4.40383 0.25791 -2.29429
H 4.02849 -1.43777 -2.60372
H 3.54503 0.18579 -0.04615
H 4.66962 -1.16708 -0.25030
H 3.22888 -3.97732 -0.44104
H 2.92944 -3.00335 -1.87548
H 1.08838 -4.89332 -0.45943
H 1.19269 -4.48200 -2.14921
H -1.27412 -4.45569 -2.99588
H 0.15914 -3.69127 -3.68991
H -2.56019 -2.38055 -3.19314
H -1.86501 -2.75765 -4.77263
C -3.08779 1.68783 -2.29661
C -2.47976 2.50093 -1.20349
C -2.79381 3.81949 -0.84395
C -1.92544 4.13283 0.18201
C -1.82953 5.41730 0.93785
N -1.15758 3.04668 0.41273
N -1.48511 2.05099 -0.44715
B 0.11983 3.01471 1.27387
N 0.10069 1.88135 2.31650
N 0.50351 0.60528 2.05651
C 0.57651 -0.01464 3.24086
C 1.01398 -1.42457 3.45179
C 0.20137 0.86703 4.26436
C -0.09072 2.05942 3.63890
C -0.55227 3.33621 4.25860
N 1.35216 2.91066 0.33888
N 1.19745 2.65315 -0.98137
C 2.28120 3.12092 -1.59474
C 2.35561 3.26147 -3.08212
C 3.19551 3.60962 -0.63966
C 2.55908 3.46726 0.57682
C 3.02475 3.85880 1.93918
H -2.82161 2.11285 -3.26577
H -2.71295 0.66654 -2.26873
H -4.17637 1.67689 -2.22852
H -3.54850 4.46025 -1.27006
H -2.63914 6.07465 0.62688
H -1.90884 5.25271 2.01241
H -0.87997 5.91888 0.74811
H 0.19567 4.05040 1.86493
H 1.66184 -1.76258 2.65085
H 1.54815 -1.49803 4.39910
H 0.15883 -2.09960 3.50250
H 0.15700 0.66059 5.32120
H -0.68748 3.18741 5.32781
H 0.17188 4.13770 4.10749
H -1.50008 3.65504 3.82317
H 1.45003 2.86310 -3.53222
H 2.43712 4.32024 -3.33836
H 3.21754 2.74919 -3.50711
H 4.16284 4.05386 -0.81319
H 4.06970 4.15845 1.89467
H 2.44117 4.69673 2.32762
H 2.91995 3.02966 2.64166
C -3.48263 -2.20156 -0.42680
N -2.73023 -1.19500 0.32375
C -3.61490 -0.05289 0.56828
C -2.35786 -1.72119 1.64483
C -1.51032 -2.97453 1.79593
C -1.87850 -3.73328 2.90809
C -1.07624 -4.73980 3.42059
C 0.16838 -4.93096 2.85132
C 0.52254 -4.19996 1.72508
C -0.31870 -3.27206 1.08738
H -4.38955 -2.50186 0.11978
H -2.86654 -3.08296 -0.58861
H -3.78336 -1.78822 -1.39075
H -4.51319 -0.36399 1.12256
H -3.93191 0.38277 -0.37652
H -3.09818 0.71219 1.14816
H -3.28187 -1.88871 2.21967
H -1.82076 -0.91191 2.15879
H -2.81243 -3.51053 3.41484
H -1.40254 -5.32675 4.26964
H 0.86215 -5.65084 3.27107
H 1.53829 -4.33941 1.37280
*
```

These are the Mulliken partial charges, in e, on atoms 1 to 6: 1.1773 -1.3036 0.3056 0.3170 -1.2348 -0.6838

=====

[3]
Computed, not measured: a cluster of 8 separate species, C14H30Br6O9 in total, with the ωB97M-V functional and the def2-TZVPD basis.

SMILES string	C[C@H]1COC(=O)O1.C[C@H]1COC(=O)O1.BrCCBr.BrCCBr.BrCCBr.O.O.O
energy above the lowest of the compared OMol25 structures with the same formula, charge and spin	1.6339	eV
frontier orbital gap	10.13	eV
energy	-16672.66763	hartree
highest occupied orbital energy	-10.16	eV

```
! wB97M-V def2-TZVPD RIJCOSX def2/J DEFGRID3
* xyz 0 1
C -4.63564 -3.86412 2.40415
C -3.29112 -3.93729 3.21878
C -3.08185 -5.21587 3.97363
O -1.94475 -5.85561 3.42172
C -1.42825 -5.09245 2.50544
O -0.44894 -5.36690 1.90830
O -2.18134 -3.92685 2.35933
H -4.81620 -4.75333 1.80017
H -4.67543 -3.04138 1.69028
H -5.41656 -3.62704 3.12669
H -3.15965 -3.08341 3.88338
H -3.86973 -5.96556 3.90080
H -2.78004 -5.05945 5.00927
C 1.73920 4.24231 -0.46583
C 2.24020 5.01497 0.78430
C 3.66360 5.56916 0.63126
O 3.49771 6.91747 1.03746
C 2.18684 7.13144 1.31771
O 1.82904 8.25845 1.75138
O 1.42347 6.09702 0.91498
H 0.66407 4.07133 -0.41144
H 2.20419 3.25652 -0.47553
H 2.07494 4.78058 -1.35219
H 2.08005 4.40551 1.67368
H 4.10125 5.51160 -0.36536
H 4.30129 5.02791 1.33019
Br 6.25687 -4.34669 -0.02382
C 4.65811 -5.37860 -0.55771
C 3.92395 -4.66891 -1.70223
Br 3.02743 -2.99772 -1.06427
H 3.99778 -5.40407 0.30912
H 4.90338 -6.42074 -0.76240
H 3.17519 -5.33968 -2.12355
H 4.57862 -4.47038 -2.55082
Br 0.70496 0.21602 -4.35418
C 1.64294 -1.00102 -5.57906
C 3.15499 -0.93213 -5.52539
Br 3.77436 0.71150 -6.34602
H 1.29309 -0.67376 -6.55814
H 1.26865 -1.96703 -5.24019
H 3.54682 -1.69887 -6.19373
H 3.50110 -0.92993 -4.49180
Br -4.24415 2.16362 -2.01213
C -5.11253 3.80136 -1.27522
C -4.17180 5.05696 -1.50376
Br -4.36966 5.65086 -3.31786
H -5.49093 3.64443 -0.26513
H -6.07126 3.99025 -1.75818
H -3.09658 4.93314 -1.37466
H -4.53876 5.81209 -0.80863
O -0.81466 -0.56300 0.70088
H -0.84828 -0.38952 -0.23986
H -1.00641 -1.49749 0.77959
O 1.82885 -0.62143 3.26708
H 1.16524 -0.66825 2.57884
H 1.34067 -0.38361 4.05535
O -3.11990 0.87836 2.88938
H -2.62082 0.51784 2.15646
H -2.51333 1.48126 3.31928
*
```

These are the Mulliken partial charges, in e, on atoms 1 to 6: -1.3658 0.4970 -0.4601 -0.3358 0.6229 -0.5387

=====

[4]
Computed, not measured: a structure of composition C31H37Ge2N2OsS2, with the ωB97M-V functional and the def2-TZVPD basis.

energy above the lowest of the compared OMol25 structures with the same formula, charge and spin	0.0000	eV
frontier orbital gap (alpha / beta)	6.61 / 5.96	eV
energy	-6353.25741	hartree
highest occupied orbital energy (alpha / beta)	-12.77 / -14.04	eV

```
! wB97M-V def2-TZVPD RIJCOSX def2/J DEFGRID3
* xyz 2 6
Os 0.35960 -0.35485 0.81826
C 2.47948 -2.57031 1.30712
N 1.50318 -1.85657 2.17260
C 0.50481 -2.78330 2.75447
C -0.30927 -3.47019 1.67794
N -0.86025 -2.51000 0.68066
C -0.63952 -2.99250 -0.70906
C -2.29321 -2.29735 0.88039
C -3.17076 -3.36893 0.79364
C -4.53442 -3.18062 0.95613
C -5.03752 -1.90941 1.20350
C -4.17277 -0.83423 1.28902
C -2.79965 -1.02384 1.13075
S -1.76862 0.39693 1.27517
C 2.26828 -1.14094 3.19221
C 2.68679 -1.74098 4.36819
C 3.50203 -1.04517 5.24982
C 3.91865 0.24464 4.95235
C 3.50954 0.84824 3.77482
C 2.67798 0.15689 2.89984
S 2.07992 0.98383 1.46992
H 3.01654 -3.32273 1.88965
H 3.19777 -1.85094 0.91961
H 1.97824 -3.06053 0.47710
H -0.14002 -2.20006 3.41301
H 0.98740 -3.55914 3.35180
H -1.11971 -4.00113 2.17403
H 0.28737 -4.21736 1.15705
H -0.99085 -4.01771 -0.83840
H 0.41952 -2.95583 -0.95675
H -1.19139 -2.35589 -1.39915
H -2.79200 -4.36560 0.59763
H -5.20425 -4.02770 0.89083
H -6.10030 -1.75752 1.33215
H -4.55221 0.16081 1.48429
H 2.39708 -2.75379 4.61385
H 3.82015 -1.51982 6.16785
H 4.55932 0.78212 5.63823
H 3.81744 1.85858 3.53673
C 3.53480 0.71632 -1.76559
Ge 1.85132 0.75236 -2.73320
C 1.47690 2.36495 -3.76316
C 1.40344 -0.93508 -3.57967
Ge -0.22770 1.31619 -1.03906
C -0.06442 3.12198 -0.35064
C 1.16878 3.77311 -0.32507
C 1.26801 5.06529 0.16770
C 0.13689 5.70793 0.65576
C -1.09311 5.06303 0.64686
C -1.19761 3.77537 0.14261
C -1.64854 1.16235 -2.33941
C -2.08131 -0.06092 -2.85265
C -3.07289 -0.11290 -3.81792
C -3.63903 1.06460 -4.29383
C -3.20454 2.29169 -3.80311
C -2.21372 2.34194 -2.83515
H 4.33760 0.66471 -2.50688
H 3.60728 -0.16307 -1.12689
H 3.68660 1.61087 -1.16362
H 2.17029 2.38560 -4.60880
H 1.63365 3.26125 -3.16631
H 0.45877 2.34723 -4.14760
H 2.24218 -1.22121 -4.21890
H 0.51032 -0.84807 -4.19595
H 1.26483 -1.72620 -2.84380
H 2.06058 3.27635 -0.69544
H 2.22466 5.57104 0.17293
H 0.21498 6.71476 1.04406
H -1.97213 5.56521 1.02919
H -2.16180 3.28093 0.13581
H -1.64062 -0.99000 -2.50335
H -3.40210 -1.06918 -4.20298
H -4.41199 1.02549 -5.04993
H -3.63479 3.21120 -4.17782
H -1.87997 3.30780 -2.47544
*
```

These are the Mulliken partial charges, in e, on atoms 1 to 6: 1.5262 -1.0246 1.0115 -0.6386 -1.4681 1.1893

=====

[5]
Computed, not measured: an isolated molecule of C6H9NOS, with the ωB97M-V functional and the def2-TZVPD basis.

SMILES string	C[C@@]12CC(=O)N1CCS2
energy above the lowest of the compared OMol25 structures with the same formula, charge and spin	0.4594	eV
frontier orbital gap	9.71	eV
energy	-762.15155	hartree
highest occupied orbital energy	-8.97	eV

```
! wB97M-V def2-TZVPD RIJCOSX def2/J DEFGRID3
* xyz 0 1
C -1.04960 -1.76752 -0.69884
C -0.48445 -0.74529 0.25109
C 0.59169 -1.15147 1.23726
C 1.48222 -0.12544 0.40185
O 2.64527 0.15556 0.62273
N 0.67816 0.11560 -0.62838
C 0.32008 1.46507 -1.00232
C -0.50516 1.94357 0.15203
S -1.60677 0.54201 0.69020
H -1.23016 -1.37243 -1.74833
H -1.96598 -2.05939 -0.25295
H -0.35592 -2.59677 -0.68816
H 0.76612 -2.18942 1.30598
H 0.48089 -0.69030 2.24690
H -0.19794 1.53515 -1.93869
H 1.18704 2.01542 -1.03083
H 0.33790 2.11122 0.99838
H -1.09340 2.81444 0.08206
*
```

These are the Mulliken partial charges, in e, on atoms 1 to 6: -1.2833 0.9409 -0.7968 0.3499 -0.6092 -0.2187